This record from the OMol25 dataset describes a cluster of 8 separate species, C21H61N5O8 in total in a non-equilibrium geometry. The level of theory is wB97M-V/def2-TZVPD.

* molar mass: 511.7 g/mol
* charge: 0
* SMILES string: COC[C@H](C)N.COC[C@H](C)N.COC[C@H](C)N.NC(N)=O.CCO.CCO.CCO.CCO
* Kohn-Sham gap: 9.368 eV
* E_tot: -46594.4159 eV

Geometry (Å):
C (9.18353, 8.29030, 12.33937)
O (9.69452, 8.79980, 11.08656)
C (11.05250, 9.28937, 11.08857)
C (11.23913, 10.65131, 11.80777)
C (10.29369, 11.64966, 11.23891)
N (12.62093, 11.15693, 11.75500)
H (9.91147, 7.53800, 12.74209)
H (8.12667, 8.03839, 12.18181)
H (9.26341, 9.01698, 13.16513)
H (11.73814, 8.56278, 11.42423)
H (11.15057, 9.44610, 10.01792)
H (10.99060, 10.52238, 12.84569)
H (10.58609, 11.79283, 10.15776)
H (10.32237, 12.61802, 11.74783)
H (9.25918, 11.23989, 11.26674)
H (12.78843, 11.35413, 10.77329)
H (13.33654, 10.54388, 12.17554)
C (10.39031, 11.27970, 6.31005)
O (9.44662, 10.26554, 6.35526)
C (9.88323, 9.41833, 7.32267)
C (8.90606, 8.28386, 7.37660)
C (7.48135, 8.82130, 7.76460)
N (9.46530, 7.29656, 8.31253)
H (10.11424, 12.07036, 5.54341)
H (11.42754, 10.93750, 6.10240)
H (10.48205, 11.76126, 7.30388)
H (10.88832, 8.99539, 7.12472)
H (9.90533, 10.04939, 8.24596)
H (8.86575, 7.89994, 6.36896)
H (7.45155, 9.37140, 8.67446)
H (6.83026, 7.95604, 7.87774)
H (7.05320, 9.44481, 6.97333)
H (9.33558, 7.55131, 9.27639)
H (8.84005, 6.46239, 8.11531)
C (18.53084, 7.05665, 11.13259)
O (18.05463, 6.81270, 9.80686)
C (18.17454, 8.02269, 9.05485)
C (17.34985, 7.77174, 7.77641)
C (17.80934, 6.57306, 6.96835)
N (17.50623, 9.02371, 7.04067)
H (17.79340, 7.69725, 11.60926)
H (19.56949, 7.47014, 11.10531)
H (18.48148, 6.07315, 11.58885)
H (17.81113, 8.89437, 9.63361)
H (19.27623, 8.15429, 8.72612)
H (16.29524, 7.61782, 8.05222)
H (18.77947, 6.83837, 6.51912)
H (17.13195, 6.39980, 6.10746)
H (17.81540, 5.76759, 7.64609)
H (16.97050, 9.01063, 6.16383)
H (18.46796, 9.01126, 6.71947)
N (14.48551, 13.76792, 10.41009)
C (13.20515, 13.73401, 9.80030)
N (12.21742, 14.59780, 10.18219)
O (13.02550, 12.99192, 8.79445)
H (14.38606, 14.17486, 11.37956)
H (14.92841, 12.83178, 10.41938)
H (12.55610, 15.41530, 10.69324)
H (11.56164, 14.77807, 9.44791)
C (16.90446, 10.74363, 12.54243)
C (18.35125, 11.24866, 12.43224)
O (19.04029, 10.55714, 11.39695)
H (16.40292, 11.40272, 13.29536)
H (16.86562, 9.71220, 12.94363)
H (16.44480, 10.79476, 11.56011)
H (18.91070, 11.10726, 13.30468)
H (18.44176, 12.33232, 12.18099)
H (18.54470, 10.71093, 10.57479)
C (13.79803, 6.41989, 13.05252)
C (15.19353, 6.95574, 12.83668)
O (15.89521, 7.45884, 14.09118)
H (13.30415, 6.08090, 12.12524)
H (13.13257, 7.13939, 13.52462)
H (13.87468, 5.48503, 13.61929)
H (15.18781, 7.78181, 12.08572)
H (15.86196, 6.15304, 12.49946)
H (15.55480, 6.82825, 14.72987)
C (16.26257, 12.89498, 7.27949)
C (17.41991, 12.45738, 8.20925)
O (17.18663, 11.19878, 8.94825)
H (16.36492, 13.94473, 6.96140)
H (15.29803, 12.81250, 7.75657)
H (16.28148, 12.33526, 6.30649)
H (17.60396, 13.19440, 9.00882)
H (18.38583, 12.39069, 7.68205)
H (17.23095, 10.46758, 8.31579)
C (13.83408, 8.13574, 9.73933)
C (14.05562, 9.46044, 8.99699)
O (14.77202, 10.27520, 9.93213)
H (13.28051, 7.42484, 9.08513)
H (13.41025, 8.22002, 10.72660)
H (14.77550, 7.66028, 9.88517)
H (13.13388, 9.94971, 8.72558)
H (14.63371, 9.33775, 8.08529)
H (15.62556, 10.63601, 9.61583)